(1)
C10H40O10 | ωB97M-V/def2-TZVPD

```
60
Properties=species:S:1:pos:R:3:nbo_charge:R:1
C 10.658 12.826 12.549 -0.246
O 11.535 13.325 11.519 -0.738
H 10.371 13.608 13.253 0.186
H 9.751 12.389 12.157 0.154
H 11.113 12.092 13.218 0.173
H 11.970 12.611 11.027 0.472
C 9.818 6.046 7.137 -0.256
O 10.395 5.997 8.459 -0.726
H 10.037 5.265 6.414 0.172
H 8.743 6.036 7.281 0.161
H 10.104 6.997 6.720 0.185
H 10.585 5.091 8.674 0.468
C 10.118 11.721 6.751 -0.245
O 8.740 11.463 6.757 -0.780
H 10.426 12.602 7.303 0.190
H 10.715 10.925 7.195 0.167
H 10.412 11.973 5.707 0.166
H 8.463 10.721 6.151 0.513
C 8.686 10.074 10.404 -0.236
O 8.195 9.508 11.627 -0.778
H 9.609 9.516 10.199 0.192
H 8.021 9.913 9.542 0.161
H 8.929 11.123 10.521 0.163
H 7.382 9.935 11.936 0.498
C 12.740 7.888 9.895 -0.258
O 13.955 8.554 9.555 -0.732
H 12.424 8.229 10.871 0.210
H 11.915 8.241 9.283 0.159
H 12.856 6.811 9.862 0.160
H 14.202 8.342 8.638 0.459
C 6.634 8.610 6.473 -0.252
O 7.687 8.969 5.569 -0.752
H 6.643 7.535 6.676 0.169
H 6.893 9.161 7.379 0.194
H 5.632 8.874 6.084 0.173
H 7.564 8.513 4.724 0.478
C 6.728 12.887 11.862 -0.268
O 6.274 11.588 12.242 -0.761
H 6.519 13.657 12.618 0.179
H 7.817 12.823 11.780 0.198
H 6.290 13.258 10.936 0.185
H 5.344 11.690 12.528 0.483
C 5.548 11.614 8.539 -0.256
O 6.326 12.560 7.776 -0.771
H 6.020 11.259 9.489 0.162
H 4.698 12.233 8.835 0.179
H 5.275 10.825 7.856 0.162
H 7.203 12.201 7.457 0.503
C 8.140 11.372 15.792 -0.245
O 8.133 11.909 14.488 -0.751
H 8.573 12.202 16.370 0.178
H 7.106 11.172 16.108 0.160
H 8.764 10.474 15.977 0.166
H 7.378 11.599 13.960 0.483
C 10.019 6.669 11.880 -0.260
O 10.513 7.944 12.288 -0.757
H 10.000 6.597 10.772 0.179
H 10.710 5.914 12.276 0.170
H 9.019 6.567 12.283 0.169
H 9.747 8.502 12.427 0.493
```

HOMO   -9.58 eV
Structure (SMILES)   CO.CO.CO.CO.CO.CO.CO.CO.CO.CO
ΔE to the lowest compared entry with this formula, charge and spin   408.6 kJ/mol
Calculated total energy   -31488.91432 eV



(2)
C5H9N2 | ωB97M-V/def2-TZVPD

```
16
Properties=species:S:1:pos:R:3:nbo_charge:R:1
C -0.132 0.763 -1.274 0.299
C 0.634 -0.654 1.187 -0.271
C -0.108 0.072 2.167 -0.233
C -1.133 0.567 -0.314 0.026
C 0.590 0.131 -2.378 -0.695
N -0.122 1.643 -0.401 -0.252
N -0.768 -0.472 0.943 -0.408
H 1.436 -0.217 0.489 0.260
H 1.076 -1.748 1.366 0.258
H -0.530 -0.300 3.123 0.259
H 0.165 1.140 2.346 0.277
H -2.161 0.684 -0.263 0.226
H 1.585 0.598 -2.526 0.265
H -0.057 0.010 -3.239 0.280
H 0.808 -0.846 -2.192 0.254
H -1.284 -1.370 0.966 0.455
```

HOMO   -15.23 eV
Structure (SMILES)   CC1=N[C@@H]1[NH+]1CC1
ΔE to the lowest compared entry with this formula, charge and spin   510.2 kJ/mol
Calculated total energy   -8300.44441 eV
Total charge   +1



| no. | maximum force (eV/Å) | LUMO energy (eV) | Kohn-Sham gap (eV) |
| --- | --- | --- | --- |
| 1 | 1.70 | 0.312 | 9.8930 |
| 2 | 6.27 | -3.163 | 12.0647 |